ORCA calculation (wB97M-V/def2-TZVPD) on a single CH3IO3 molecule at a distorted geometry.

The calculation puts the HOMO-LUMO gap at 9.561 eV. As for the total charge: 0. The calculation puts the total energy at -15322.952 eV.

Last columns: bonded neighbours and bond lengths (Å).
CARTESIAN COORDINATES (ANGSTROEM)
1 C -0.86 -0.52 -0.02  O3 1.363, I5 2.171, H6 1.094, H7 1.092
2 O 1.98 0.35 -0.17  O4 1.357, H8 0.975
3 O -0.28 0.59 0.54  C1 1.363, O4 1.542
4 O 0.88 1.13 -0.31  O2 1.357, O3 1.542
5 I -3.01 -0.24 -0.04  C1 2.171
6 H -0.65 -1.42 0.55  C1 1.094
7 H -0.59 -0.65 -1.07  C1 1.092
8 H 2.52 0.76 0.53  O2 0.975